Run A
The following is a quantum chemistry calculation of C5H8N2 in the gas phase, from OMol25.

Each line ends with the natural charge from an NBO analysis.
Element x y z (Å)
C 1.944 0.793 -1.382  -0.418
N 1.166 0.098 -0.344  -0.425
C 0.988 -1.599 0.862  0.138
N -0.203 -1.334 1.174  -0.371
C -0.903 -0.366 0.611  0.030
C -2.365 -0.157 0.852  -0.632
C -0.099 0.395 -0.273  0.040
H 1.342 1.561 -1.899  0.184
H 2.817 1.295 -0.946  0.202
H 2.304 0.094 -2.146  0.208
H 1.764 -1.631 1.634  0.196
H -2.681 -0.772 1.701  0.232
H -2.563 0.898 1.087  0.215
H -2.960 -0.439 -0.028  0.214
H -0.550 1.166 -0.903  0.186

LUMO: 0.9 eV
Charge: 0
HOMO-LUMO gap: 8.65 eV

Run B
The following is a quantum chemistry calculation of C5H8N2 in the gas phase, from OMol25.

Each line ends with the natural charge from an NBO analysis.
Element x y z (Å)
C -1.934 0.773 1.180  -0.638
C -0.756 0.139 0.504  0.154
C -0.429 0.021 -0.825  -0.344
C 0.929 -0.435 -0.899  0.102
N 1.647 -0.689 -2.085  -0.808
C 1.376 -0.584 0.388  -0.161
N 0.349 -0.212 1.241  -0.520
H -1.830 1.862 1.110  0.223
H -2.892 0.485 0.735  0.224
H -1.963 0.525 2.247  0.212
H -1.057 0.279 -1.672  0.215
H 2.642 -0.520 -1.990  0.370
H 1.299 -0.155 -2.871  0.368
H 2.352 -0.848 0.770  0.204
H 0.224 -0.645 2.139  0.400

LUMO: 1.1 eV
SMILES string: Cc1cc(N)c[nH]1
Charge: 0
HOMO-LUMO gap: 8.48 eV

Run C
The following is a quantum chemistry calculation of C5H8N2 in the gas phase, from OMol25.

Each line ends with the natural charge from an NBO analysis.
Element x y z (Å)
C 1.697 1.197 -0.550  -0.615
C 0.437 0.359 -0.517  -0.078
C 0.374 -1.117 -0.304  -0.269
N 0.025 -0.184 0.766  -0.392
C -1.363 -0.040 1.208  -0.322
C -2.201 -0.823 0.288  0.273
N -2.355 -1.580 -0.576  -0.347
H 2.417 0.845 0.194  0.220
H 1.477 2.250 -0.334  0.211
H 2.168 1.155 -1.538  0.215
H -0.369 0.737 -1.154  0.190
H -0.446 -1.673 -0.848  0.235
H 1.264 -1.702 -0.089  0.204
H -1.471 -0.440 2.222  0.240
H -1.655 1.016 1.231  0.236

LUMO: 1.0 eV
SMILES string: C[C@H]1CN1CC#N
Charge: 0
HOMO-LUMO gap: 10.68 eV

Stability, descending: run B, run C, run A

Run A
The following is a quantum chemistry calculation of C2H5NO in the gas phase, from OMol25.

Each line ends with the natural charge from an NBO analysis.
Element x y z (Å)
C 1.047 0.462 -0.008  -0.687
C 0.100 -0.671 -0.016  0.105
O -1.756 0.475 0.029  -0.736
N -1.055 -1.000 0.243  -0.099
H -2.577 0.281 -0.444  0.462
H 0.406 -1.788 0.252  0.212
H 1.909 0.237 0.620  0.240
H 0.544 1.357 0.353  0.258
H 1.382 0.647 -1.028  0.245

LUMO: 0.9 eV
SMILES string: C/C=N\O
Charge: 0
HOMO-LUMO gap: 11.04 eV

Run B
The following is a quantum chemistry calculation of C2H5NO in the gas phase, from OMol25.

Each line ends with the natural charge from an NBO analysis.
Element x y z (Å)
C -1.152 -0.075 0.163  -0.852
C 0.179 0.170 -0.161  0.569
O 0.351 1.048 -1.137  -0.683
N 1.282 -0.427 0.325  -0.789
H -1.457 -0.976 0.670  0.211
H -0.798 0.925 -1.258  0.507
H -1.765 0.744 0.467  0.230
H 2.145 -0.373 -0.188  0.402
H 1.216 -1.037 1.119  0.406

LUMO: 0.9 eV
SMILES string: C=C(N)O
Charge: 0
HOMO-LUMO gap: 8.87 eV

Stability, descending: run B, run A

Run A
The following is a quantum chemistry calculation of 16 unconnected molecules or ions with the total composition H32O16, from OMol25.

Each line ends with the natural charge from an NBO analysis.
Element x y z (Å)
O 0.328 -2.373 -2.694  -0.979
H -0.357 -1.708 -2.472  0.516
H 1.052 -1.841 -3.097  0.475
O 0.952 2.709 2.582  -0.951
H 0.724 2.790 1.627  0.464
H 1.684 3.301 2.643  0.491
O 2.965 0.216 -1.320  -0.990
H 3.716 -0.024 -1.846  0.474
H 2.542 -0.650 -1.134  0.511
O 0.804 2.259 -0.452  -0.996
H 0.945 2.274 -1.408  0.517
H 0.224 2.992 -0.240  0.472
O 3.395 1.789 0.939  -0.978
H 2.615 1.384 0.555  0.499
H 4.181 1.714 0.414  0.476
O 2.185 -2.256 -0.571  -0.978
H 2.714 -3.060 -0.660  0.481
H 1.339 -2.443 -1.039  0.507
O -2.315 1.651 -0.842  -0.952
H -1.643 1.788 -0.208  0.481
H -2.996 1.266 -0.280  0.482
O -2.863 -0.299 3.421  -0.959
H -2.198 -0.830 3.783  0.471
H -2.867 -0.618 2.492  0.484
O -2.396 -1.557 1.042  -0.994
H -3.189 -2.058 1.110  0.482
H -1.696 -2.176 1.302  0.516
O -1.588 1.550 1.906  -1.021
H -1.712 1.013 2.683  0.520
H -1.106 2.377 2.031  0.485
O -2.457 -2.031 -1.946  -0.949
H -2.482 -2.901 -1.601  0.469
H -2.481 -1.492 -1.185  0.482
O -0.011 -0.299 -0.068  -1.036
H 0.392 0.586 -0.219  0.504
H -0.797 -0.240 0.564  0.502
O -1.110 0.368 -3.020  -0.979
H -1.742 -0.113 -3.541  0.492
H -1.551 0.530 -2.215  0.499
O 0.721 -0.077 2.767  -0.957
H 0.504 0.707 2.306  0.474
H 1.497 0.222 3.266  0.476
O 1.293 1.580 -2.991  -0.981
H 0.409 1.237 -2.812  0.493
H 1.908 1.008 -2.560  0.486
O 0.090 -2.788 1.377  -0.966
H 0.105 -3.513 0.728  0.466
H 0.276 -1.969 0.888  0.515

LUMO: 0.0 eV
Charge: 0
HOMO-LUMO gap: 10.61 eV

Run B
The following is a quantum chemistry calculation of 16 unconnected molecules or ions with the total composition H32O16, from OMol25.

Each line ends with the natural charge from an NBO analysis.
Element x y z (Å)
O 12.484 22.658 12.298  -0.994
H 12.543 23.136 13.091  0.494
H 12.305 23.287 11.575  0.485
O 11.526 24.231 10.229  -0.983
H 11.184 23.454 9.745  0.486
H 10.749 24.861 10.248  0.516
O 5.910 25.593 12.935  -0.938
H 6.425 25.750 12.140  0.474
H 5.199 26.173 12.920  0.468
O 7.992 27.567 11.895  -0.971
H 8.491 27.384 12.665  0.488
H 8.338 28.430 11.671  0.458
O 9.232 25.003 12.947  -0.971
H 8.932 25.342 12.131  0.492
H 10.200 24.937 12.898  0.505
O 10.639 25.495 15.815  -0.966
H 11.236 25.906 16.387  0.472
H 10.216 26.228 15.382  0.487
O 9.651 22.302 12.203  -1.010
H 10.616 22.353 12.060  0.508
H 9.632 21.566 12.845  0.489
O 9.442 27.311 14.214  -1.018
H 9.586 26.460 13.800  0.486
H 8.682 27.205 14.774  0.505
O 7.978 26.894 8.836  -0.939
H 8.029 27.868 9.117  0.451
H 8.403 26.629 9.650  0.483
O 7.286 26.531 15.310  -0.963
H 7.092 25.737 14.840  0.519
H 7.121 26.391 16.229  0.485
O 8.459 24.355 10.155  -0.960
H 8.464 23.576 10.683  0.493
H 7.616 24.656 10.137  0.473
O 11.955 25.969 13.079  -0.980
H 12.162 26.761 13.536  0.490
H 12.580 25.755 12.367  0.505
O 10.465 27.103 10.296  -0.943
H 10.434 27.945 10.694  0.468
H 10.438 27.318 9.373  0.480
O 12.937 23.852 14.675  -0.972
H 13.826 24.013 15.013  0.475
H 12.456 24.734 14.723  0.505
O 7.012 22.734 12.925  -0.953
H 6.563 22.088 12.324  0.462
H 7.901 22.772 12.583  0.480
O 8.769 23.708 15.428  -0.980
H 8.612 23.775 14.507  0.479
H 9.491 24.260 15.647  0.478

LUMO: -0.2 eV
Charge: 0
HOMO-LUMO gap: 9.79 eV

Stability, descending: run A, run B

Run A
The following is a quantum chemistry calculation of 16 unconnected molecules or ions with the total composition H32O16, from OMol25.

Each line ends with the natural charge from an NBO analysis.
Element x y z (Å)
O 12.210 -9.136 7.127  -0.953
H 12.868 -8.709 7.654  0.464
H 11.565 -9.518 7.711  0.484
O 9.254 -10.855 11.111  -0.991
H 8.662 -10.438 10.482  0.510
H 9.068 -10.438 11.954  0.487
O 5.748 -10.193 8.151  -0.948
H 5.004 -9.620 8.049  0.496
H 5.476 -10.867 7.473  0.497
O 6.446 -9.743 11.859  -0.971
H 6.915 -9.996 12.662  0.477
H 6.440 -10.437 11.232  0.495
O 9.770 -10.741 6.796  -0.973
H 9.679 -9.984 6.241  0.514
H 9.490 -11.492 6.318  0.471
O 7.475 -10.417 5.242  -0.977
H 7.479 -11.235 5.755  0.485
H 8.154 -10.442 4.525  0.511
O 8.772 -12.890 9.164  -0.974
H 9.168 -12.319 9.807  0.495
H 9.000 -13.770 9.444  0.481
O 11.398 -9.556 9.777  -0.982
H 10.608 -9.830 10.269  0.490
H 11.946 -9.148 10.458  0.478
O 6.052 -7.052 8.584  -0.950
H 5.353 -7.636 8.905  0.448
H 6.485 -7.627 7.928  0.491
O 11.545 -12.444 8.755  -0.940
H 11.697 -12.029 9.578  0.466
H 10.986 -11.802 8.344  0.472
O 6.935 -7.997 6.270  -0.967
H 6.380 -7.452 5.711  0.492
H 6.798 -8.910 5.989  0.506
O 9.690 -7.341 8.420  -0.978
H 9.202 -8.106 8.755  0.501
H 9.152 -6.555 8.419  0.478
O 6.293 -11.894 10.189  -0.980
H 6.890 -12.471 9.824  0.496
H 6.042 -11.210 9.570  0.478
O 8.311 -9.638 8.761  -1.024
H 7.420 -9.951 8.454  0.496
H 8.951 -10.044 8.172  0.505
O 9.570 -8.069 5.714  -0.995
H 8.616 -8.138 5.779  0.470
H 9.784 -7.733 6.579  0.503
O 7.427 -7.340 10.997  -0.978
H 7.069 -8.166 11.312  0.475
H 7.196 -7.401 10.098  0.467

LUMO: -0.9 eV
Charge: 0
HOMO-LUMO gap: 9.21 eV

Run B
The following is a quantum chemistry calculation of 16 unconnected molecules or ions with the total composition H32O16, from OMol25.

Each line ends with the natural charge from an NBO analysis.
Element x y z (Å)
O 9.374 6.369 -13.303  -0.954
H 10.237 6.654 -13.662  0.485
H 9.595 6.270 -12.407  0.453
O 11.521 6.655 -18.500  -0.962
H 12.062 5.920 -18.316  0.480
H 11.645 7.247 -17.726  0.469
O 9.550 4.805 -16.108  -0.956
H 8.805 5.350 -15.813  0.469
H 10.289 5.092 -15.642  0.483
O 11.789 9.311 -13.431  -0.966
H 11.397 8.876 -12.643  0.495
H 12.717 9.171 -13.368  0.460
O 15.108 6.759 -16.820  -0.997
H 14.407 7.442 -16.776  0.515
H 15.973 7.048 -16.472  0.501
O 8.579 6.409 -18.319  -0.949
H 9.320 6.447 -17.717  0.493
H 7.800 6.559 -17.757  0.450
O 12.872 8.649 -17.154  -0.967
H 12.983 9.040 -18.026  0.499
H 12.759 9.435 -16.582  0.492
O 13.086 4.885 -16.886  -0.967
H 13.962 5.337 -16.923  0.505
H 13.195 4.007 -17.315  0.486
O 9.795 8.215 -16.488  -0.940
H 9.562 8.908 -15.908  0.483
H 10.137 8.697 -17.264  0.479
O 13.913 4.207 -14.458  -0.980
H 13.459 4.331 -15.288  0.492
H 13.746 3.258 -14.306  0.471
O 13.894 7.212 -14.316  -0.949
H 14.047 8.159 -14.577  0.475
H 14.389 6.709 -14.964  0.503
O 11.549 6.492 -15.093  -1.041
H 11.219 7.307 -15.566  0.504
H 12.423 6.705 -14.686  0.490
O 14.753 5.471 -11.957  -0.951
H 15.174 4.766 -12.418  0.460
H 14.143 5.815 -12.631  0.487
O 14.032 8.505 -11.905  -0.942
H 14.770 8.483 -12.541  0.461
H 13.405 7.914 -12.226  0.483
O 11.341 4.309 -13.200  -0.949
H 11.494 3.537 -12.641  0.475
H 12.012 4.217 -13.911  0.488
O 11.995 6.572 -12.170  -0.995
H 11.617 5.898 -12.666  0.497
H 11.952 6.227 -11.280  0.480

LUMO: -0.7 eV
Charge: 0
HOMO-LUMO gap: 8.98 eV

Stability, descending: run A, run B